No. 1
C9H21ClI2MnN2O2P | the ωB97M-V functional and the def2-TZVPD basis

Last column: natural (NBO) charge in e.
Geometry (Å):
I (0.454, 2.263, 1.603)  0.39
I (-0.351, -0.171, -2.786)  0.39
Mn (-0.425, 0.827, -0.383)  0.38
P (-1.082, 2.945, -1.426)  1.29
C (0.241, 3.948, -2.209)  -0.99
C (-2.329, 2.776, -2.758)  -0.98
H (-2.639, 3.585, 0.302)  0.28
H (-2.377, 4.916, -0.874)  0.28
H (-1.148, 4.559, 0.396)  0.26
C (-1.890, 4.128, -0.284)  -0.98
H (-3.130, 2.122, -2.398)  0.28
H (-2.733, 3.769, -2.994)  0.28
H (-0.204, 4.859, -2.628)  0.30
H (0.718, 3.366, -3.005)  0.26
H (-1.871, 2.325, -3.644)  0.26
H (0.992, 4.213, -1.456)  0.26
C (1.324, 1.378, -1.002)  0.49
O (2.453, 1.468, -1.265)  -0.40
Cl (-2.642, 0.846, 0.002)  -0.28
C (2.811, -1.529, 0.145)  -0.39
N (1.942, -2.425, 0.885)  -0.41
C (2.561, -3.628, 1.404)  -0.41
C (0.643, -2.044, 1.015)  0.83
O (0.316, -0.951, 0.481)  -0.81
N (-0.327, -2.735, 1.674)  -0.40
C (-0.269, -4.016, 2.366)  -0.41
C (-1.646, -2.130, 1.684)  -0.40
H (3.809, -1.977, 0.125)  0.24
H (2.863, -0.541, 0.620)  0.19
H (2.451, -1.385, -0.883)  0.19
H (2.511, -3.664, 2.498)  0.22
H (2.112, -4.529, 0.971)  0.22
H (3.614, -3.598, 1.112)  0.23
H (-0.569, -3.869, 3.414)  0.22
H (-0.962, -4.721, 1.883)  0.22
H (0.729, -4.441, 2.347)  0.23
H (-1.617, -1.136, 2.144)  0.20
H (-2.035, -2.014, 0.666)  0.20
H (-2.299, -2.790, 2.259)  0.24

Values from the calculation:
**DFT total energy**: -86066.00315 eV
**2S+1**: 5
**Net charge**: +2
**Gap between HOMO and LUMO (alpha / beta)**: 4.502 / 2.900 eV
**⟨S²⟩**: 6.425
**HOMO (alpha / beta)**: -14.7 / -14.7 eV



No. 2
C4H6 | the ωB97M-V functional and the def2-TZVPD basis

Last column: natural (NBO) charge in e.
Geometry (Å):
C (-0.647, -0.011, 0.127)  0.00
C (0.660, -0.218, 0.078)  -0.03
C (-1.870, 0.109, 0.583)  -0.46
C (1.913, 0.033, 0.374)  -0.40
H (-0.494, -0.067, -1.755)  0.02
H (0.325, -0.283, -1.784)  0.01
H (-2.660, 0.447, -0.077)  0.22
H (2.525, -0.662, 0.935)  0.22
H (2.416, 0.899, -0.043)  0.21
H (-2.169, -0.247, 1.563)  0.22

Values from the calculation:
**Energy above the lowest of the compared OMol25 structures with the same formula, charge and spin**: 457.73 kJ/mol
**DFT total energy**: -4239.21665 eV
**Net charge**: 0
**Gap between HOMO and LUMO**: 8.363 eV
**HOMO**: -8.3 eV



No. 3
C23H45N9O7S | the ωB97M-V functional and the def2-TZVPD basis

Last column: Mulliken charge in e.
Geometry (Å):
N (-1.466, 4.065, -2.906)  -0.45
C (-1.139, 2.964, -2.855)  0.59
O (-0.786, 1.721, -2.648)  -0.42
C (-0.126, 1.624, -1.376)  0.43
C (-0.299, 0.262, -0.806)  -0.26
N (-0.456, -0.804, -0.423)  -0.43
C (1.360, 2.072, -1.482)  0.51
S (2.516, 0.672, -1.246)  -0.29
C (1.661, 3.123, -0.478)  -0.03
N (1.669, 3.913, 0.352)  -0.49
H (-0.620, 2.312, -0.685)  0.39
H (1.536, 2.443, -2.494)  0.15
H (3.571, 1.200, -0.583)  0.25
C (5.861, 1.514, -6.080)  -0.95
N (5.578, 2.043, -4.761)  0.16
C (6.628, 2.731, -4.030)  -0.96
C (4.368, 1.918, -4.186)  0.26
O (4.081, 2.342, -3.084)  -0.66
H (6.669, 0.781, -6.021)  0.36
H (6.163, 2.324, -6.747)  0.34
H (4.977, 1.031, -6.491)  0.30
H (6.818, 2.219, -3.086)  0.28
H (6.315, 3.753, -3.810)  0.28
H (7.538, 2.750, -4.624)  0.39
H (3.641, 1.381, -4.817)  0.26
C (0.220, -1.206, 2.826)  -1.03
N (-0.346, -0.716, 4.068)  0.21
C (-0.465, 0.717, 4.277)  -1.01
C (-0.772, -1.549, 5.038)  0.06
O (-1.263, -1.199, 6.094)  -0.62
H (1.241, -0.830, 2.716)  0.48
H (-0.381, -0.856, 1.987)  0.32
H (0.240, -2.295, 2.819)  0.20
H (0.100, 1.011, 5.162)  0.32
H (-1.511, 0.984, 4.435)  0.29
H (-0.082, 1.248, 3.409)  0.40
H (-0.640, -2.614, 4.780)  0.34
C (-3.748, -1.861, 3.001)  -0.59
N (-4.264, -2.989, 2.252)  0.14
C (-4.197, -2.968, 0.802)  -1.01
C (-4.807, -4.066, 2.858)  0.18
O (-5.250, -5.037, 2.281)  -0.62
H (-4.289, -0.956, 2.715)  0.31
H (-2.686, -1.735, 2.776)  0.15
H (-3.867, -2.020, 4.071)  0.21
H (-5.201, -3.047, 0.383)  0.32
H (-3.610, -3.815, 0.445)  0.31
H (-3.735, -2.042, 0.468)  0.38
H (-4.813, -3.987, 3.960)  0.24
C (4.641, -4.601, -0.085)  -0.92
N (4.489, -3.160, -0.022)  0.17
C (3.375, -2.596, 0.723)  -0.90
C (5.348, -2.323, -0.636)  0.09
O (5.265, -1.110, -0.614)  -0.55
H (3.757, -5.048, -0.544)  0.33
H (4.762, -5.005, 0.922)  0.32
H (5.516, -4.862, -0.676)  0.30
H (2.750, -1.993, 0.063)  0.15
H (3.752, -1.951, 1.519)  0.30
H (2.779, -3.396, 1.155)  0.42
H (6.155, -2.847, -1.174)  0.28
C (-5.585, -3.203, 7.639)  -0.97
N (-6.732, -3.080, 6.761)  0.11
C (-7.729, -4.137, 6.740)  -0.96
C (-6.907, -2.012, 5.956)  0.07
O (-7.843, -1.853, 5.200)  -0.60
H (-5.017, -4.101, 7.385)  0.33
H (-5.918, -3.275, 8.677)  0.36
H (-4.935, -2.336, 7.537)  0.34
H (-7.807, -4.554, 5.735)  0.30
H (-8.703, -3.734, 7.019)  0.30
H (-7.448, -4.922, 7.437)  0.39
H (-6.097, -1.268, 6.045)  0.34
C (0.223, 6.975, -7.332)  -0.93
N (0.675, 5.730, -6.744)  0.16
C (-0.282, 4.665, -6.505)  -0.90
C (1.963, 5.520, -6.405)  0.12
O (2.390, 4.494, -5.913)  -0.60
H (-0.532, 7.436, -6.692)  0.33
H (-0.212, 6.785, -8.316)  0.33
H (1.058, 7.664, -7.444)  0.30
H (-0.305, 4.425, -5.442)  0.22
H (0.021, 3.775, -7.058)  0.30
H (-1.275, 4.972, -6.825)  0.37
H (2.615, 6.383, -6.622)  0.28

Values from the calculation:
**DFT total energy**: -63156.62790 eV
**Net charge**: 0
**Gap between HOMO and LUMO**: 9.307 eV
**HOMO**: -9.1 eV



No. 4
C8H13NP | the ωB97M-V functional and the def2-TZVPD basis

Last column: natural (NBO) charge in e.
Geometry (Å):
C (2.096, -1.726, -0.094)  -0.14
C (2.806, -0.603, 0.085)  -0.20
C (0.648, -1.955, -0.180)  -0.32
C (2.407, 0.745, 0.180)  -0.21
C (-0.240, -0.976, -0.254)  0.27
C (1.104, 1.052, 0.144)  -0.43
C (-2.588, -1.371, 0.206)  -0.58
C (-1.483, -0.302, -0.348)  -0.18
N (-1.576, 1.105, 0.261)  -0.83
P (0.160, 2.521, -0.146)  0.91
H (2.659, -2.661, 0.011)  0.24
H (3.966, -0.758, -0.089)  0.24
H (0.481, -2.988, -0.309)  0.26
H (3.182, 1.489, 0.172)  0.23
H (-3.641, -1.062, 0.013)  0.24
H (-2.276, -2.237, -0.306)  0.22
H (-2.289, -1.392, 1.326)  0.22
H (-1.549, -0.099, -1.505)  0.24
H (-2.563, 1.374, 0.385)  0.41
H (-0.656, 3.057, 0.985)  0.06
H (-1.240, 0.774, 1.166)  0.39
H (-0.436, 2.420, -1.286)  -0.01
H (1.028, 3.593, -0.415)  -0.03

Values from the calculation:
**Energy above the lowest of the compared OMol25 structures with the same formula, charge and spin**: 534.60 kJ/mol
**DFT total energy**: -19272.18078 eV
**Net charge**: +1
**Gap between HOMO and LUMO (alpha / beta)**: 8.171 / 8.177 eV
**HOMO (alpha / beta)**: -12.4 / -12.4 eV



No. 5
C16H18N2O5S2 | the ωB97M-V functional and the def2-TZVPD basis

Last column: natural (NBO) charge in e.
Geometry (Å):
C (4.989, 2.506, 2.018)  -0.64
C (5.371, 2.268, 0.565)  -0.07
O (5.219, 0.889, 0.201)  -0.51
C (3.985, 0.486, -0.107)  0.91
O (3.009, 1.184, -0.141)  -0.63
N (4.017, -0.862, -0.406)  -0.66
C (2.974, -1.708, -0.749)  0.68
O (3.187, -2.858, -1.016)  -0.55
C (1.594, -1.076, -0.756)  -0.19
O (0.609, -2.055, -1.003)  -0.50
C (0.339, -2.874, 0.024)  0.81
O (0.879, -2.797, 1.094)  -0.60
C (-0.772, -3.829, -0.340)  -0.50
C (-2.092, -3.054, -0.424)  -0.40
C (-2.486, -2.502, 0.938)  -0.52
S (-3.967, -1.447, 0.816)  0.30
C (-3.240, 0.053, 0.356)  -0.08
N (-1.983, 0.276, 0.266)  -0.51
C (-1.723, 1.572, -0.085)  0.18
C (-0.463, 2.141, -0.246)  -0.24
C (-0.376, 3.471, -0.603)  -0.20
C (-1.516, 4.244, -0.802)  -0.22
C (-2.777, 3.702, -0.641)  -0.22
C (-2.873, 2.370, -0.283)  -0.24
S (-4.308, 1.421, 0.001)  0.37
H (5.572, 1.863, 2.672)  0.21
H (5.182, 3.543, 2.276)  0.22
H (3.932, 2.298, 2.164)  0.23
H (4.751, 2.878, -0.098)  0.20
H (6.427, 2.482, 0.392)  0.19
H (4.930, -1.303, -0.361)  0.43
H (1.515, -0.334, -1.553)  0.24
H (1.414, -0.597, 0.213)  0.24
H (-0.548, -4.273, -1.309)  0.24
H (-0.830, -4.609, 0.419)  0.23
H (-1.972, -2.228, -1.128)  0.23
H (-2.881, -3.712, -0.794)  0.21
H (-1.698, -1.886, 1.367)  0.25
H (-2.750, -3.301, 1.630)  0.23
H (0.425, 1.554, -0.086)  0.23
H (0.599, 3.917, -0.728)  0.22
H (-1.417, 5.282, -1.081)  0.21
H (-3.666, 4.295, -0.788)  0.22

Values from the calculation:
**Energy above the lowest of the compared OMol25 structures with the same formula, charge and spin**: 0.00 kJ/mol
**DFT total energy**: -51774.32316 eV
**Net charge**: 0
**Gap between HOMO and LUMO**: 8.888 eV
**HOMO**: -8.2 eV